Below is a 9-piece molecular cluster, C27H72O27S9 overall, with properties calculated with ωB97M-V with the def2-TZVPD basis set.

Last column: Mulliken charge in e.
Element x y z (Å)
O1 -3.7166 6.3589 -13.4880  -0.605
S1 -2.4471 6.9828 -13.0792  1.140
O2 -2.3494 8.4219 -12.8799  -0.615
O3 -1.8391 6.2402 -11.8056  -0.265
C1 -0.9995 6.9457 -10.9625  -0.127
C2 -0.6685 6.0944 -9.6945  -1.250
C3 -1.2531 6.3824 -14.2524  -0.907
H1 -1.4608 7.8747 -10.6275  0.326
H2 -0.0430 7.0834 -11.4667  0.271
H3 -1.4990 5.9836 -8.9973  0.325
H4 0.1077 6.6503 -9.1685  0.376
H5 -0.2802 5.1025 -9.9256  0.334
H6 -0.3738 7.0106 -14.1099  0.317
H7 -1.6263 6.4568 -15.2738  0.375
H8 -1.1523 5.3240 -14.0118  0.306
O4 7.0431 -7.7541 -6.1112  -0.577
S2 5.8212 -8.3011 -5.4811  1.094
O5 5.9035 -9.3093 -4.3951  -0.581
O6 4.6883 -7.0913 -5.1364  -0.346
C4 3.6194 -7.4782 -4.2871  -0.215
C5 2.2628 -7.0677 -4.8659  -1.087
C6 4.9598 -9.1567 -6.8303  -0.874
H9 3.7157 -6.8896 -3.3748  0.299
H10 3.7200 -8.5130 -3.9598  0.384
H11 1.4460 -7.0175 -4.1458  0.352
H12 2.0570 -7.8335 -5.6139  0.271
H13 2.1959 -6.1147 -5.3906  0.299
H14 4.1290 -9.7487 -6.4464  0.289
H15 5.7319 -9.7003 -7.3749  0.375
H16 4.5237 -8.3469 -7.4152  0.316
O7 0.6688 -6.8733 10.0996  -0.615
S3 1.8238 -7.6979 9.8897  1.128
O8 1.8138 -9.1048 10.0655  -0.582
O9 2.2940 -7.5038 8.3012  -0.298
C7 2.1547 -6.1524 7.7227  -0.175
C8 2.5045 -6.5026 6.2367  -1.191
C9 3.2146 -6.9791 10.7859  -0.821
H17 2.9044 -5.5132 8.1891  0.247
H18 1.2263 -5.6898 8.0577  0.386
H19 2.4721 -5.7261 5.4723  0.380
H20 1.9561 -7.3707 5.8711  0.308
H21 3.5642 -6.7378 6.1370  0.300
H22 4.1023 -7.5973 10.6520  0.302
H23 2.8525 -6.8247 11.8023  0.347
H24 3.3529 -6.0070 10.3127  0.284
O10 -0.3945 -3.5092 -0.2190  -0.584
S4 -0.0034 -2.1280 -0.4235  1.100
O11 1.3602 -1.6192 -0.3019  -0.572
O12 -0.6430 -1.6167 -1.8579  -0.301
C10 -0.0203 -0.4753 -2.4447  -0.107
C11 -0.5265 -0.2035 -3.8629  -1.250
C12 -1.1082 -1.0930 0.7670  -0.892
H25 1.0047 -0.8013 -2.6214  0.293
H26 -0.0610 0.4243 -1.8305  0.322
H27 0.1419 0.5141 -4.3386  0.363
H28 -1.5838 0.0612 -3.8796  0.319
H29 -0.4420 -1.1167 -4.4519  0.331
H30 -2.1443 -1.1004 0.4286  0.278
H31 -0.6627 -0.0981 0.7610  0.314
H32 -1.0224 -1.4509 1.7930  0.383
O13 -7.9634 1.2661 -7.1726  -0.591
S5 -9.1371 1.6676 -7.9624  1.167
O14 -8.9913 2.4560 -9.1864  -0.607
O15 -9.9565 0.3022 -8.3649  -0.332
C13 -11.1611 0.3314 -9.1843  -0.318
C14 -12.2127 -0.6588 -8.6552  -1.056
C15 -10.3101 2.4564 -6.8568  -0.845
H33 -10.8651 0.1373 -10.2152  0.321
H34 -11.5579 1.3466 -9.1824  0.366
H35 -12.1537 -0.6854 -7.5671  0.292
H36 -11.8422 -1.6282 -8.9884  0.300
H37 -13.2247 -0.6184 -9.0581  0.343
H38 -11.3409 2.3692 -7.2001  0.316
H39 -10.0531 3.5075 -6.7254  0.332
H40 -10.3106 1.8754 -5.9345  0.312
O16 -3.5548 1.6561 10.1354  -0.603
S6 -2.3130 0.8662 10.0329  1.092
O17 -1.8022 0.5678 8.6660  -0.591
O18 -1.1090 1.7121 10.8086  -0.255
C16 -1.3594 2.2005 12.1287  -0.222
C17 -0.2062 3.2309 12.3349  -1.200
C18 -2.4075 -0.6588 11.1027  -0.872
H41 -1.4264 1.4411 12.9078  0.323
H42 -2.3297 2.6970 12.1181  0.363
H43 0.7434 2.7965 12.0224  0.309
H44 -0.0869 3.5996 13.3537  0.367
H45 -0.3725 4.0443 11.6287  0.298
H46 -2.7968 -0.2759 12.0461  0.309
H47 -1.3943 -1.0495 11.1968  0.313
H48 -3.0357 -1.4314 10.6592  0.369
O19 5.7119 1.5758 9.9445  -0.593
S7 6.2703 1.1121 8.6590  1.075
O20 6.0891 -0.2502 8.1638  -0.567
O21 5.7000 2.2380 7.5455  -0.260
C19 4.2883 2.2243 7.3070  -0.257
C20 4.2477 2.2915 5.7728  -1.053
C21 7.9992 1.6866 8.5158  -0.853
H49 3.8488 3.1921 7.5486  0.241
H50 3.5975 1.4924 7.7256  0.400
H51 3.5485 3.0788 5.4911  0.321
H52 4.0294 1.3483 5.2719  0.269
H53 5.1778 2.6280 5.3148  0.306
H54 8.3738 1.6306 7.4937  0.315
H55 8.6509 1.0805 9.1451  0.342
H56 8.1149 2.7465 8.7422  0.314
O22 9.1448 1.2903 0.3217  -0.608
S8 7.9540 1.3602 1.1864  1.107
O23 7.9525 2.0800 2.4723  -0.545
O24 6.7364 1.8957 0.2220  -0.269
C22 6.4465 1.3061 -1.0452  -0.197
C23 5.5711 2.3612 -1.8550  -1.182
C24 7.3461 -0.3870 1.5816  -0.984
H57 5.9668 0.3418 -0.8774  0.327
H58 7.3453 1.1925 -1.6513  0.285
H59 4.9712 1.9123 -2.6467  0.366
H60 6.2376 3.0907 -2.3150  0.312
H61 4.8039 2.8397 -1.2463  0.327
H62 7.3960 -1.0197 0.6954  0.355
H63 6.3370 -0.2728 1.9776  0.329
H64 8.0682 -0.7632 2.3062  0.377
O25 -2.9988 5.0968 1.2255  -0.586
S9 -3.7289 4.7659 0.0206  1.138
O26 -3.0891 4.8869 -1.2594  -0.602
O27 -4.4255 3.2645 0.1061  -0.295
C25 -5.1390 2.8555 -1.1152  0.060
C26 -6.0868 1.7957 -0.6821  -1.326
C27 -5.2482 5.8571 -0.0733  -0.920
H65 -4.3901 2.4916 -1.8186  0.260
H66 -5.8300 3.5636 -1.5728  0.254
H67 -6.6106 1.4413 -1.5699  0.391
H68 -6.8939 2.0178 0.0160  0.328
H69 -5.5815 0.9297 -0.2546  0.291
H70 -4.9260 6.8906 0.0539  0.377
H71 -5.8188 5.5405 0.7998  0.309
H72 -5.6432 5.6813 -1.0739  0.322

Calculated values
HOMO-LUMO gap in eV: 10.7
Structure (SMILES): CCOS(C)(=O)=O.CCOS(C)(=O)=O.CCOS(C)(=O)=O.CCOS(C)(=O)=O.CCOS(C)(=O)=O.CCOS(C)(=O)=O.CCOS(C)(=O)=O.CCOS(C)(=O)=O.CCOS(C)(=O)=O